This record from the Open Molecules 2025 dataset describes a structure of composition C19H14Br2Cl3FN4OTl. The level of theory is the ωB97M-V functional and the def2-TZVPD basis.

Summary:
Highest occupied orbital energy: -10.79 eV
Kohn-Sham gap: 7.020 eV
Net charge: +1
Maximum force: 0.413 eV/Å

XYZ file:
```
45
Properties=species:S:1:pos:R:3:forces:R:3
Tl -0.497616 -0.651216 -0.413550 -0.15 0.26 0.29
Br 5.103317 -4.667923 0.399126 -0.01 0.01 0.00
Br 1.161663 -1.240360 6.255806 -0.01 -0.01 -0.03
Cl -3.255296 0.752071 -6.984329 -0.01 0.01 -0.02
Cl -2.025056 1.795152 -1.853907 0.05 -0.06 -0.11
Cl 0.861732 -1.798114 -4.670107 0.02 0.00 0.04
F -2.462801 -0.827257 0.059540 0.04 -0.07 -0.01
O 0.194054 -0.162756 -2.321695 0.08 -0.12 0.02
N 1.481239 -1.868083 -0.160391 -0.09 0.05 -0.04
N -0.272588 -1.417279 1.867941 0.20 0.05 -0.09
N 0.063596 1.339226 0.717796 0.01 -0.06 -0.06
N -0.723473 3.478769 1.639543 -0.02 -0.06 -0.04
C -1.213167 -0.427423 -5.679284 -0.01 0.04 0.02
C 2.882768 -3.144310 1.264686 -0.01 0.07 0.02
C -0.716928 -0.930554 4.151772 -0.01 -0.03 0.00
C 0.569132 -1.330792 4.480357 0.03 -0.02 -0.02
C -1.230260 4.517944 0.736249 0.04 0.02 -0.01
C -0.628068 0.036440 -3.357848 -0.12 0.08 -0.03
C 2.217746 -2.219766 -1.216656 0.02 -0.02 0.04
C -0.923868 3.639938 3.080950 -0.02 -0.01 0.01
C 1.807291 -2.297618 1.063315 0.06 -0.08 -0.08
C -1.090742 -0.979368 2.821757 -0.21 -0.06 -0.05
C 1.424442 -1.790144 3.489200 -0.07 -0.04 0.04
C -0.335804 2.336682 1.154941 0.06 0.05 0.03
C 0.951456 -1.830220 2.186823 0.10 0.04 0.16
C -1.693725 0.944179 -3.338418 0.05 -0.03 0.09
C 3.321958 -3.042225 -1.092399 -0.01 -0.01 -0.05
C 3.646787 -3.517431 0.167274 -0.01 0.00 -0.01
C -0.424827 -0.642122 -4.564758 0.00 -0.02 -0.03
C -2.510209 1.169214 -4.429327 0.00 0.01 -0.02
C -2.255563 0.480168 -5.601048 -0.01 0.00 -0.02
H -0.906487 5.487010 1.111053 0.01 0.00 0.00
H -3.328024 1.872008 -4.365849 0.00 0.00 0.00
H 1.899437 -1.822539 -2.170943 0.00 0.00 -0.04
H -0.390108 4.526558 3.419885 0.00 0.00 -0.01
H -1.985744 3.748591 3.304321 0.00 -0.01 -0.01
H -2.075583 -0.675299 2.486640 0.02 0.02 0.01
H -0.817952 4.367589 -0.258138 -0.02 -0.01 0.00
H 3.117876 -3.520348 2.248978 0.01 -0.02 -0.02
H -2.319475 4.489172 0.690612 0.00 0.00 0.01
H -1.017370 -0.963402 -6.596441 0.00 -0.01 0.01
H -0.531667 2.769887 3.601420 0.00 0.00 0.00
H 2.434929 -2.083778 3.730089 -0.01 0.00 0.01
H 3.900844 -3.312238 -1.963208 0.00 0.01 0.00
H -1.407850 -0.588026 4.908242 0.00 0.01 -0.01
```
Forces are in eV/Å.

=====

This record from the Open Molecules 2025 dataset describes a structure of composition C19H14BrN5O2Tc. The level of theory is the ωB97M-V functional and the def2-TZVPD basis.

Summary:
Highest occupied orbital energy (alpha / beta): -15.50 / -15.50 eV
Kohn-Sham gap (alpha / beta): 5.890 / 6.117 eV
Net charge: +2
Maximum force: 0.770 eV/Å
2S+1: 2

XYZ file:
```
42
Properties=species:S:1:pos:R:3:forces:R:3
Tc 0.022135 0.099040 -0.256510 -0.02 -0.08 0.23
Br -2.274907 -3.816272 -3.764034 -0.01 -0.01 0.00
O 1.213393 -3.393348 1.188130 0.14 -0.03 0.05
O 0.007745 -1.604394 0.532108 0.55 -0.42 0.34
N -0.849627 6.039213 -3.255482 0.01 0.02 0.00
N 2.036257 -0.238171 -0.094539 -0.09 -0.02 -0.07
N -0.729292 3.867105 -2.105946 0.09 0.28 -0.02
N -0.148060 1.780423 -1.051389 -0.13 0.47 -0.31
N 0.059425 -0.897973 -2.112107 -0.02 0.18 -0.03
C -0.872093 -1.841939 -2.327103 0.04 0.01 0.04
C 0.727066 0.219653 2.926080 -0.02 0.14 -0.19
C 2.354370 -1.449507 0.397177 0.06 -0.08 0.06
C -0.786195 5.024432 -2.716490 -0.10 -0.09 -0.03
C -0.959127 -2.513831 -3.532952 0.02 0.01 -0.01
C 0.011348 -0.813021 3.493845 -0.21 -0.11 0.03
C -0.058833 -2.200065 -4.543308 -0.01 0.00 0.00
C 0.897120 -1.223549 -4.309213 0.02 -0.02 0.00
C -1.991840 -0.116832 2.329996 0.02 0.03 -0.09
C 4.339771 0.289470 -0.250877 -0.05 0.03 -0.01
C 3.006629 0.628276 -0.407951 0.11 0.10 -0.03
C 4.673519 -0.963965 0.239569 0.00 0.00 -0.01
C 1.172438 -2.292761 0.757835 -0.59 -0.16 -0.15
C -0.423511 2.851529 -1.597695 0.11 -0.38 0.14
C 0.933775 -0.591832 -3.084512 -0.07 0.02 0.00
C -1.278861 0.941557 1.755271 0.07 0.06 -0.15
C 0.095832 1.099551 2.026918 0.00 0.09 0.12
C -1.344769 -0.985440 3.189087 0.15 -0.06 0.11
C 3.658203 -1.852078 0.574221 -0.04 0.00 -0.01
H -3.049814 -0.225096 2.133097 -0.01 0.00 0.00
H 1.659003 0.179824 -2.868440 -0.01 0.01 -0.01
H -0.107573 -2.712652 -5.494845 0.00 0.00 0.00
H -1.808995 1.705092 1.195457 0.00 0.02 0.02
H -1.896187 -1.793343 3.651468 0.01 0.00 0.00
H 5.710515 -1.243997 0.367046 0.00 0.00 0.00
H 2.701177 1.595586 -0.782197 0.01 0.00 0.00
H 0.489553 -1.481407 4.197593 -0.01 -0.01 0.00
H 1.762948 0.381913 3.196578 0.00 0.00 0.00
H -1.545723 -2.074854 -1.512436 -0.01 0.00 0.00
H 5.100605 1.011603 -0.511573 0.00 0.01 0.00
H 3.851434 -2.839154 0.972780 -0.01 0.00 0.01
H 1.611838 -0.951827 -5.072900 0.00 0.00 0.00
H 0.608362 2.005672 1.722617 -0.02 0.01 -0.01
```
Forces are in eV/Å.

=====

This record from the Open Molecules 2025 dataset describes a cluster of 2 separate species, C19H14Cl2FNO3S in total at a distorted geometry. The level of theory is the ωB97M-V functional and the def2-TZVPD basis.

Summary:
Highest occupied orbital energy: -9.49 eV
Kohn-Sham gap: 9.670 eV
Net charge: 0
ΔE to the lowest compared entry with this formula, charge and spin: 0.0 kJ/mol
SMILES: O=C(c1ccccc1)[C@H](F)S(=O)(=O)c1ccccc1.Clc1cccc(Cl)n1
Maximum force: 2.431 eV/Å

XYZ file:
```
41
Properties=species:S:1:pos:R:3:forces:R:3
Cl 3.076412 -1.853977 2.081301 0.43 -0.19 0.19
Cl -1.929448 -2.112908 2.642632 -0.28 -0.04 0.31
S 0.043896 2.199331 -1.356180 0.73 -0.21 0.99
F 0.102003 -0.507317 -0.918904 -0.17 -0.24 0.70
O 0.073041 3.011970 -2.546737 -0.40 -0.54 -0.10
O -0.968455 2.380892 -0.352704 -0.14 -0.35 -0.27
O -0.571057 -0.174701 -4.149704 -0.54 0.50 1.25
N 0.641778 -2.116980 2.834005 -0.09 -0.80 -0.57
C -2.301632 -0.045263 -2.413588 -0.50 -0.43 -0.37
C 1.652131 2.480740 -0.555106 0.14 0.36 -0.33
C 1.973593 -4.068224 3.320718 -0.23 0.57 -0.03
C -0.444718 -2.834657 3.121877 1.50 -0.50 0.36
C 3.711851 3.745111 -0.644732 -0.50 0.07 0.04
C -2.875281 -1.142766 -1.720424 0.23 0.82 0.05
C -3.034573 1.124584 -2.593321 -0.32 0.22 0.45
C 4.231625 2.991083 0.407015 -0.17 0.08 0.01
C 2.407534 3.521548 -1.101864 0.61 -0.43 0.05
C -4.863266 0.199848 -1.298667 0.48 0.17 -0.30
C 0.868749 -4.742929 3.870039 -0.09 1.39 -0.45
C 0.161449 0.359151 -1.936522 0.77 2.16 -0.81
C -4.276049 1.283212 -1.972401 -0.31 -0.70 -0.02
C 2.135573 1.762413 0.538762 -0.08 -0.37 -0.05
C -4.153024 -0.991660 -1.156779 0.24 -0.47 -0.36
C 1.810531 -2.757491 2.825801 -1.41 -0.55 0.60
C -0.902627 0.036423 -3.000385 0.15 -1.11 -0.25
C 3.433139 2.009704 1.008601 -0.11 0.05 0.03
C -0.379195 -4.114964 3.704943 -0.19 0.11 -0.42
H 1.502231 0.996051 1.000417 0.35 0.24 -0.12
H 5.241824 3.209726 0.775637 -0.46 -0.27 -0.16
H -2.337565 -2.088101 -1.611296 -0.11 0.40 -0.01
H 2.941031 -4.518995 3.237842 0.34 -0.20 0.21
H 1.177967 0.426832 -2.352633 -0.27 -0.52 -0.13
H -1.322855 -4.613216 3.891008 0.18 -0.06 0.32
H -4.820189 2.220703 -2.022308 0.11 -0.09 -0.24
H 2.017593 4.127146 -1.907935 -0.06 -0.15 -0.03
H 3.820752 1.433171 1.856903 -0.22 0.25 -0.38
H 0.986859 -5.686889 4.416587 -0.15 0.34 -0.58
H -4.613811 -1.845200 -0.634676 0.28 0.48 -0.32
H -5.891708 0.248939 -0.942264 0.35 0.20 0.14
H -2.610199 1.914709 -3.211644 -0.09 0.02 0.31
H 4.284108 4.532970 -1.133311 0.01 -0.20 0.28
```
Forces are in eV/Å.

=====

This record from the Open Molecules 2025 dataset describes a structure of composition C19H14N4O9Pd at a distorted geometry. The level of theory is the ωB97M-V functional and the def2-TZVPD basis.

Summary:
Highest occupied orbital energy: -8.31 eV
Kohn-Sham gap: 7.066 eV
Net charge: 0
Maximum force: 1.384 eV/Å

XYZ file:
```
47
Properties=species:S:1:pos:R:3:forces:R:3
Pd -0.925445 -1.530914 -1.629156 1.15 0.32 0.70
O 0.816510 -0.781956 5.131302 -0.04 -0.10 0.02
O 1.066082 2.296691 -2.333344 0.04 -0.08 -0.02
O -4.386269 -0.526593 -0.501489 -0.13 0.01 0.07
O -4.017786 5.566569 -1.472290 0.03 -0.01 -0.09
O -2.793973 -1.417305 -1.753376 -1.21 0.30 0.39
O -0.716007 0.380643 -2.321510 0.06 0.04 -0.49
O 0.317100 4.270406 -2.707972 -0.06 -0.05 -0.12
O 5.473517 -0.983386 0.816975 0.02 0.00 -0.06
O -5.478390 4.114642 -0.852582 -0.02 -0.06 -0.08
N 1.092413 -1.658739 -1.326805 -0.12 0.35 -0.22
N 0.157117 3.097157 -2.419336 -0.20 -0.08 0.25
N -4.375059 4.423430 -1.259661 0.16 -0.11 0.23
N -0.758203 -1.823092 0.563331 -0.50 -0.57 -0.07
C 2.865794 -1.355388 0.220469 0.15 0.01 0.01
C 0.793951 -1.837427 2.351499 0.03 0.05 0.22
C 3.280614 -1.204899 -2.121628 0.00 0.00 -0.11
C -1.548241 -1.920700 2.795854 -0.13 -0.01 -0.06
C 5.216418 -0.900944 -0.570634 -0.06 0.06 0.11
C -3.400604 -0.376983 -1.187976 0.23 -0.33 -0.48
C 0.057878 -1.919009 4.748359 0.07 0.06 -0.04
C -1.766653 -1.885771 1.424286 0.05 -0.09 0.05
C -3.398882 3.347145 -1.474366 -0.29 0.29 -0.03
C 0.501876 -1.776862 1.007991 0.36 0.18 -0.50
C 3.758714 -1.157254 -0.821321 0.07 -0.06 0.07
C -0.250827 -1.910021 3.271539 0.13 0.04 0.01
C -1.216914 2.659628 -2.083546 0.26 0.32 -0.23
C -2.878285 1.005849 -1.483357 0.03 0.09 0.08
C -3.765587 2.034779 -1.242963 0.00 -0.12 0.07
C -1.565511 1.281873 -1.981341 0.14 -0.34 -0.06
C 1.536384 -1.598441 -0.062527 -0.31 -0.23 0.34
C -2.125552 3.672462 -1.879317 0.06 0.06 0.05
C 1.943823 -1.455277 -2.333164 0.06 -0.02 0.05
H -0.867250 -2.006391 5.321193 -0.04 0.03 0.04
H 0.259483 0.001007 5.068194 0.00 0.00 -0.02
H 3.216134 -1.294672 1.238847 0.02 -0.02 -0.02
H -2.392019 -1.961658 3.473622 0.02 0.01 -0.03
H -1.829143 4.700897 -2.013719 -0.01 0.00 -0.01
H 5.799181 -1.638686 -1.129219 0.03 -0.05 -0.02
H 6.404815 -0.804529 0.973609 -0.01 0.02 0.01
H 5.463571 0.088599 -0.968065 0.02 0.04 0.01
H 1.526329 -1.492901 -3.328221 -0.05 0.08 -0.03
H 0.678626 -2.781739 4.987328 0.02 -0.03 0.02
H 3.930620 -1.026756 -2.968706 0.00 -0.04 0.02
H 1.815845 -1.806832 2.704142 -0.03 0.02 0.01
H -4.751598 1.797757 -0.870763 -0.01 0.00 -0.01
H -2.764580 -1.904413 0.999803 0.00 0.01 -0.01
```
Forces are in eV/Å.

=====

This record from the Open Molecules 2025 dataset describes a structure of composition C19H15BaN3O5S. The level of theory is the ωB97M-V functional and the def2-TZVPD basis.

Summary:
Highest occupied orbital energy: -9.41 eV
Kohn-Sham gap: 9.482 eV
Net charge: 0
Maximum force: 0.341 eV/Å

XYZ file:
```
44
Properties=species:S:1:pos:R:3:forces:R:3
Ba 0.107118 0.887186 2.203353 0.14 -0.06 0.02
S 2.412473 2.976713 3.118381 0.05 -0.11 0.13
O 2.796029 3.936899 4.107109 0.08 0.00 -0.01
O -0.413333 -3.401579 0.303697 0.03 0.06 -0.06
O -1.783300 -1.002711 2.101530 0.07 0.03 -0.15
O 2.211838 1.599611 3.640298 -0.01 0.08 -0.07
O 1.231367 3.335109 2.309380 -0.16 -0.07 -0.16
N -0.813190 -1.153432 0.017930 0.05 -0.09 -0.19
N 1.904419 -0.862002 0.753118 -0.03 -0.03 -0.04
N -2.420700 1.471151 0.821224 0.00 0.13 -0.01
C 4.152441 -1.551077 0.323707 0.05 0.01 0.00
C 5.791703 2.256753 0.142277 0.00 0.00 -0.02
C 4.970175 2.343982 2.416690 0.01 -0.01 0.00
C 3.224629 -0.658278 0.826566 -0.12 0.04 0.02
C 3.529411 2.982763 0.597297 0.01 0.01 0.00
C 5.984249 2.079887 1.512677 -0.01 0.01 0.01
C 3.697814 -2.725610 -0.253076 0.05 -0.03 -0.02
C -3.182927 2.493150 0.426923 0.00 -0.02 0.01
C -0.019842 -2.258063 0.203463 -0.06 -0.04 0.08
C 3.737056 2.785937 1.952520 -0.01 0.03 0.03
C 1.469877 -1.997692 0.186717 0.22 0.13 0.21
C -1.748846 -0.796962 0.856674 -0.22 -0.07 0.25
C 2.336872 -2.963038 -0.305516 -0.17 0.05 -0.04
C -4.531618 1.072398 -0.928383 -0.01 -0.03 -0.01
C 4.555974 2.715151 -0.299447 0.00 0.00 0.01
C -4.252943 2.339184 -0.435297 -0.02 0.01 -0.01
C 6.907251 1.986965 -0.830404 -0.01 0.01 0.00
C -3.732088 0.008214 -0.548338 0.01 0.05 0.02
C -2.697423 0.256969 0.337221 0.05 -0.04 -0.01
H -2.925254 3.469138 0.821165 0.01 -0.01 0.00
H 5.206889 -1.324517 0.399115 0.00 -0.01 0.00
H -4.849331 3.195954 -0.715165 0.00 0.00 0.00
H 1.918497 -3.872567 -0.711799 0.02 -0.01 0.00
H -5.359745 0.917381 -1.607632 0.00 0.01 0.00
H 7.515565 2.882064 -0.975923 0.00 0.00 0.00
H 3.547495 0.255009 1.313227 0.00 -0.01 0.00
H 5.122834 2.196368 3.478117 0.00 0.00 0.00
H 6.943756 1.728236 1.873768 0.00 0.00 0.00
H -3.894897 -0.993005 -0.921393 0.01 -0.01 0.00
H 7.566401 1.198232 -0.468108 0.00 0.00 0.00
H 4.388545 2.862901 -1.359813 0.01 0.00 0.00
H 4.398573 -3.451589 -0.644703 -0.01 -0.01 0.00
H 6.518250 1.691560 -1.804492 0.00 0.00 0.00
H 2.570421 3.342723 0.250406 -0.01 0.00 0.00
```
Forces are in eV/Å.

=====

This record from the Open Molecules 2025 dataset describes a structure of composition C19H15BrI2N2ORe. The level of theory is the ωB97M-V functional and the def2-TZVPD basis.

Summary:
Highest occupied orbital energy (alpha / beta): -13.63 / -13.62 eV
Kohn-Sham gap (alpha / beta): 4.891 / 5.261 eV
Net charge: +2
ΔE to the lowest compared entry with this formula, charge and spin: 6.8 kJ/mol
Maximum force: 0.907 eV/Å
2S+1: 2

XYZ file:
```
41
Properties=species:S:1:pos:R:3:forces:R:3
Re -1.306342 0.080716 -0.145619 0.06 -0.86 0.28
I 3.161918 2.268721 5.090477 0.04 0.01 0.02
I -1.833693 -0.969137 4.258483 -0.03 -0.01 -0.02
Br 0.949258 -5.806246 1.177317 -0.01 0.03 -0.01
O -1.715367 0.680578 1.555962 -0.16 0.35 -0.12
N -0.992816 0.056659 -2.255687 -0.18 0.22 -0.05
N -0.453007 1.934252 -0.560985 0.04 0.17 0.09
C 1.466916 -3.110538 0.523061 0.00 0.04 0.00
C -0.024688 0.898661 -2.687398 0.08 0.01 -0.01
C -0.231340 -1.444534 0.291008 0.31 0.14 -0.08
C 0.333480 0.967733 -4.014649 0.01 -0.02 0.05
C -0.890146 -3.700695 0.859209 -0.02 -0.08 0.03
C -0.028251 2.775047 0.634082 -0.02 -0.02 -0.09
C -0.495634 0.477480 3.609338 0.14 -0.02 -0.04
C -0.314432 0.139153 -4.924421 0.01 0.01 -0.01
C -1.230953 -2.386016 0.613246 -0.06 0.11 -0.08
C 0.599639 0.834664 4.391299 0.00 -0.01 0.01
C 0.595598 1.734136 -1.599170 -0.03 0.00 0.02
C 0.262743 2.004713 1.885962 -0.06 0.03 0.18
C -0.650730 1.069615 2.372465 -0.01 0.12 -0.12
C -1.303616 -0.726576 -4.481587 -0.02 -0.02 0.05
C 0.458996 -4.052432 0.816052 -0.05 0.02 0.00
C -1.622132 -0.740485 -3.140504 -0.02 -0.03 -0.03
C 1.126822 -1.808053 0.264826 0.04 -0.16 0.01
C 1.353257 2.342380 2.672691 0.03 -0.03 0.05
C 1.524834 1.757918 3.925361 -0.08 -0.01 -0.09
H 0.728609 0.377043 5.362661 0.00 0.01 0.01
H -1.638033 -4.437933 1.114134 0.00 0.00 0.00
H 2.061328 3.081523 2.319578 0.01 0.00 0.01
H 2.499814 -3.430148 0.512051 0.00 0.00 0.00
H 1.101488 1.657767 -4.336112 0.00 0.00 0.00
H 1.438225 1.223967 -1.128058 0.00 -0.01 -0.03
H -1.827981 -1.379657 -5.163917 -0.01 0.00 0.00
H -0.052748 0.178036 -5.973550 0.00 0.00 0.00
H 0.835035 3.367848 0.334958 0.01 0.00 0.01
H 0.940801 2.696100 -1.979288 0.00 0.00 0.00
H -2.284642 -2.092528 0.708435 -0.02 0.01 -0.01
H -1.187778 2.485756 -1.016549 0.00 -0.01 -0.02
H -2.387351 -1.392350 -2.740999 -0.01 0.01 -0.01
H 1.891876 -1.073704 0.046250 0.00 0.00 0.01
H -0.858957 3.460566 0.809588 0.00 0.00 0.02
```
Forces are in eV/Å.

=====

| no. | total energy (Eh) |
| --- | --- |
| 1 | -7827.42864 |
| 2 | -3810.86843 |
| 3 | -2431.27850 |
| 4 | -1756.32595 |
| 5 | -1697.33868 |
| 6 | -4164.82497 |